Entry 1:
DFT (wB97M-V/def2-TZVPD) results for C2H3N3 in the gas phase in a non-equilibrium geometry.

Calculated values
Relative energy (zero: lowest compared OMol25 entry of this formula, charge and spin)   49.34 kJ/mol
DFT total energy   -6592.0640 eV
Structure (SMILES)   c1nc[nH]n1
LUMO level   0.94 eV

XYZ file:
```
8
Properties=species:S:1:pos:R:3:forces:R:3
C -0.206101 0.817596 -0.949041 0.19 -1.84 2.31
C 0.321930 -0.018372 0.977636 -1.26 1.95 -1.09
H -0.257244 1.513678 -1.763353 -0.37 0.20 0.04
H 0.451148 0.049992 2.054483 0.32 -1.20 -0.28
H -0.141138 -2.008658 0.337769 0.58 2.16 -0.79
N 0.127468 1.141434 0.380828 0.43 0.34 -1.91
N 0.068117 -0.992559 0.083374 -1.20 -2.88 0.96
N -0.364180 -0.503112 -1.121697 1.31 1.28 0.76
```
Positions in Å, forces in eV/Å.

Charges per atom according to Mulliken partitioning, unit e: atom 1 (C): -0.044, atom 2 (C): 0.001, atom 3 (H): 0.386, atom 4 (H): 0.366, atom 5 (H): 0.286, atom 6 (N): -0.509, atom 7 (N): 0.079, atom 8 (N): -0.564


Entry 2:
DFT (wB97M-V/def2-TZVPD) results for a molecular structure, C4H9N3O in a non-equilibrium geometry.

Calculated values
Relative energy (zero: lowest compared OMol25 entry of this formula, charge and spin)   840.89 kJ/mol
DFT total energy   -10803.7465 eV
LUMO level   0.42 eV

XYZ file:
```
17
Properties=species:S:1:pos:R:3:forces:R:3
C 2.075470 0.948922 -0.173741 2.80 -0.63 1.05
C -0.295992 0.180640 0.096428 -5.76 4.60 -1.44
C -2.686574 -0.577623 -0.038044 0.99 0.92 1.00
C 1.151665 -1.454379 -0.153505 0.56 -4.39 1.83
H 2.653011 1.125079 1.074304 -2.16 -0.77 -4.04
H 2.438452 1.733829 -0.714258 1.03 2.51 -1.28
H 2.742313 -0.097675 -0.788071 -2.48 4.14 1.63
H 0.493317 1.780692 0.735401 -0.26 -0.14 -2.57
H -2.137413 1.438768 0.297793 0.89 1.08 -0.35
H -2.072626 -1.085741 -1.120850 -2.57 0.99 3.87
H -2.598565 -1.046982 1.126011 -1.01 -0.35 -4.04
H -3.827433 -0.135204 -0.278369 3.36 -1.03 0.81
H 1.388402 -2.545445 -0.583984 -1.06 2.34 -0.16
N 0.515622 1.283334 -0.245542 2.95 -1.37 5.03
N -1.674657 0.564278 0.395627 0.29 -2.46 -1.25
N -0.241704 -1.025187 -0.224111 5.78 -3.18 0.19
O 2.076716 -1.087304 0.594910 -3.38 -2.25 -0.28
```
Positions in Å, forces in eV/Å.

Charges per atom according to Mulliken partitioning, unit e: atom 1 (C): -0.785, atom 2 (C): 0.498, atom 3 (C): -0.652, atom 4 (C): -0.100, atom 5 (H): 0.203, atom 6 (H): 0.420, atom 7 (H): 0.226, atom 8 (H): 0.339, atom 9 (H): 0.260, atom 10 (H): 0.246, atom 11 (H): 0.244, atom 12 (H): 0.287, atom 13 (H): 0.300, atom 14 (N): -0.381, atom 15 (N): -0.310, atom 16 (N): -0.330, atom 17 (O): -0.465


Entry 3:
DFT (wB97M-V/def2-TZVPD) results for a molecular structure, C33H40CsF6N3O7S2Si in a non-equilibrium geometry.

Calculated values
Relative energy (zero: lowest compared OMol25 entry of this formula, charge and spin)   0.00 kJ/mol
DFT total energy   -100075.9895 eV
Charge   -2
LUMO level   3.24 eV

XYZ file:
```
93
Properties=species:S:1:pos:R:3:forces:R:3
Cs 0.082152 0.237070 -0.278280 -0.47 -1.03 -1.06
C -4.194808 -0.661201 1.026348 -0.06 -0.07 -0.04
C -4.001386 0.451633 2.009585 -0.02 0.19 0.10
C -4.945235 1.464118 2.150851 0.01 -0.04 0.01
C -4.745119 2.518766 3.027897 -0.07 0.06 -0.01
C -3.583002 2.584748 3.778506 0.08 -0.03 0.05
C -2.606330 1.600832 3.665945 -0.21 0.05 -0.10
C -1.317362 1.678933 4.425740 0.09 0.01 0.04
C -2.842604 0.540294 2.788562 0.25 -0.02 -0.08
N -1.821493 -0.422822 2.591874 -0.31 -0.26 0.28
C -1.877524 -1.529341 3.209554 0.42 -0.05 -0.32
C -2.924127 -1.922632 4.216780 -0.09 0.11 -0.01
C -0.832812 -2.579637 2.834709 -0.11 0.55 -0.09
C -1.001704 -3.963377 3.398742 0.11 -0.06 -0.04
N 0.076626 -2.207294 2.036946 -0.03 -0.36 0.16
C 1.003349 -3.130115 1.489357 -0.15 0.18 -0.09
C 0.583793 -3.907095 0.396102 0.21 -0.05 -0.01
C -0.820925 -3.843618 -0.130719 -0.07 -0.03 -0.07
C 1.532358 -4.704495 -0.232382 -0.02 0.00 0.07
C 2.851132 -4.732010 0.200041 0.00 -0.04 -0.05
C 3.238721 -3.950169 1.271877 -0.02 0.03 0.03
C 2.326830 -3.129687 1.930317 -0.02 -0.11 -0.10
C 2.779274 -2.258471 3.065637 0.05 0.06 0.06
H -5.193928 -0.622656 0.594798 0.01 0.00 -0.02
H -4.065095 -1.640874 1.492511 0.00 -0.02 0.00
H -3.491517 -0.611262 0.190594 0.04 -0.02 -0.01
H -5.842425 1.423135 1.545117 -0.02 0.00 -0.01
H -5.488297 3.302648 3.110732 0.00 0.00 0.00
H -3.410700 3.418609 4.450225 -0.01 0.00 -0.01
H -1.297850 2.563670 5.062445 0.00 0.00 -0.01
H -0.468221 1.724034 3.742053 -0.01 0.00 -0.01
H -1.161384 0.800734 5.057146 -0.01 -0.01 0.01
H -3.490746 -1.052363 4.544215 0.02 -0.02 -0.01
H -2.471024 -2.406185 5.081036 0.02 -0.01 0.05
H -3.623870 -2.635332 3.773685 -0.01 -0.01 0.00
H -0.849602 -3.950188 4.479886 0.01 -0.01 0.02
H -0.283122 -4.648707 2.951971 -0.02 0.02 0.02
H -2.010067 -4.336360 3.219021 -0.04 -0.02 -0.02
H -1.012638 -2.921615 -0.690049 -0.01 0.04 0.04
H -1.569936 -3.886706 0.660574 -0.01 -0.02 0.02
H -1.000968 -4.681519 -0.805264 0.00 0.02 -0.01
H 1.226514 -5.295301 -1.087681 0.01 -0.01 -0.01
H 3.578467 -5.344299 -0.318569 0.00 -0.01 0.01
H 4.272997 -3.942546 1.596545 0.01 -0.01 0.00
H 3.629674 -1.646829 2.759876 -0.01 -0.02 0.00
H 3.089052 -2.862174 3.923440 0.00 0.00 0.00
H 1.993675 -1.583467 3.392977 -0.02 0.01 0.00
O -3.567264 -2.937563 -4.466800 -0.01 0.04 0.03
C -2.648097 -1.989190 -4.852680 -0.01 0.00 0.04
C -2.152093 -1.990863 -6.151652 -0.02 0.00 0.05
C -1.198318 -1.058612 -6.534278 0.04 0.01 -0.07
C -0.729779 -0.136534 -5.614850 0.06 0.06 0.01
C -1.221542 -0.153148 -4.316173 -0.08 0.06 -0.01
C -2.194252 -1.060188 -3.915911 -0.11 -0.11 0.00
C -2.714048 -1.004730 -2.479339 -0.02 -0.05 0.00
O -3.936680 -0.974615 -2.294124 -0.09 -0.03 -0.08
O -1.804409 -0.954080 -1.600331 -0.79 -0.51 -0.41
H -3.762226 -3.475852 -5.238456 -0.01 -0.04 -0.02
H -2.509482 -2.734436 -6.859702 -0.01 -0.01 0.00
H -0.815639 -1.068028 -7.548504 0.00 0.00 -0.01
H 0.030490 0.585162 -5.885039 0.00 0.00 -0.01
H -0.833847 0.561611 -3.597805 0.07 -0.08 0.00
C 1.693037 4.373809 -1.984081 -0.02 -0.09 -0.09
Si 1.325652 3.236668 -3.464129 -0.03 0.09 -0.04
C 2.175846 4.126377 -4.955600 0.03 -0.16 0.12
C -0.520655 3.537452 -3.888089 0.13 -0.09 0.04
C 1.714154 1.532130 -3.134924 -0.19 0.07 0.14
H 1.716599 5.420856 -2.297798 -0.01 0.07 -0.01
H 2.653931 4.138908 -1.523458 0.03 0.00 -0.02
H 0.936667 4.275965 -1.203002 -0.05 -0.03 0.04
H 1.742556 5.104929 -5.181176 -0.04 0.09 0.00
H 2.095822 3.500986 -5.849522 -0.03 -0.01 -0.04
H 3.242152 4.257563 -4.751192 0.04 0.00 0.01
H -0.713250 4.570498 -4.189580 -0.01 0.08 -0.01
H -1.151154 3.306403 -3.025823 -0.02 -0.01 0.04
H -0.849401 2.886851 -4.702594 0.00 -0.03 -0.07
H 2.496460 1.275809 -2.422297 0.15 0.09 -0.03
H 1.604723 0.781275 -3.916134 -0.03 -0.08 -0.01
F 3.938477 0.821743 3.606027 -0.04 0.10 -0.05
C 2.875310 1.530376 3.219050 0.11 -0.02 0.22
F 2.892450 2.701795 3.866977 0.00 -0.06 -0.10
F 1.786883 0.861788 3.639120 -0.02 -0.01 -0.08
S 2.807728 1.751731 1.361043 -0.13 -0.20 0.23
O 1.390269 1.824481 1.109887 1.33 1.63 1.41
O 3.495631 0.597787 0.853663 0.08 -0.02 0.04
N 3.453216 3.137759 1.083662 0.10 0.23 0.07
S 5.007667 3.409528 1.189958 -0.04 0.00 -0.34
O 5.230119 4.822631 1.151952 0.00 0.02 0.02
O 5.676886 2.622306 2.184837 0.10 -0.06 0.18
C 5.686497 2.781476 -0.448886 0.03 0.04 -0.14
F 6.465563 3.722069 -1.008103 -0.02 -0.01 0.09
F 6.445671 1.698702 -0.261036 -0.02 -0.04 0.06
F 4.722893 2.481536 -1.304382 0.02 0.03 0.05
```
Positions in Å, forces in eV/Å.

Charges per atom according to Mulliken partitioning, unit e: atom 1 (Cs): 1.221, atom 2 (C): -1.238, atom 3 (C): 1.041, atom 4 (C): -0.999, atom 5 (C): -0.842, atom 6 (C): -0.992, atom 7 (C): 1.098, atom 8 (C): -1.032, atom 9 (C): -0.562, atom 10 (N): 0.691, atom 11 (C): 0.810, atom 12 (C): -1.935, atom 13 (C): 0.768, atom 14 (C): -1.983, atom 15 (N): 0.694, atom 16 (C): -0.818, atom 17 (C): 1.509, atom 18 (C): -1.085, atom 19 (C): -0.979, atom 20 (C): -0.821, atom 21 (C): -0.766, atom 22 (C): 0.993, atom 23 (C): -1.393, atom 24 (H): 0.436, atom 25 (H): 0.147, atom 26 (H): 0.315, atom 27 (H): 0.414, atom 28 (H): 0.387, atom 29 (H): 0.368, atom 30 (H): 0.398, atom 31 (H): 0.083, atom 32 (H): 0.228, atom 33 (H): 0.436, atom 34 (H): 0.451, atom 35 (H): 0.348, atom 36 (H): 0.429, atom 37 (H): 0.416, atom 38 (H): 0.370, atom 39 (H): 0.132, atom 40 (H): 0.123, atom 41 (H): 0.432, atom 42 (H): 0.394, atom 43 (H): 0.404, atom 44 (H): 0.428, atom 45 (H): 0.382, atom 46 (H): 0.373, atom 47 (H): -0.060, atom 48 (O): -0.543, atom 49 (C): 1.387, atom 50 (C): -0.831, atom 51 (C): -0.650, atom 52 (C): -0.689, atom 53 (C): 0.132, atom 54 (C): -0.059, atom 55 (C): -0.137, atom 56 (O): -0.758, atom 57 (O): -0.448, atom 58 (H): 0.264, atom 59 (H): 0.179, atom 60 (H): 0.349, atom 61 (H): 0.441, atom 62 (H): 0.242, atom 63 (C): -0.665, atom 64 (Si): 0.122, atom 65 (C): -1.266, atom 66 (C): -1.001, atom 67 (C): -0.622, atom 68 (H): 0.245, atom 69 (H): -0.016, atom 70 (H): 0.260, atom 71 (H): 0.333, atom 72 (H): 0.253, atom 73 (H): 0.237, atom 74 (H): 0.348, atom 75 (H): 0.202, atom 76 (H): 0.271, atom 77 (H): 0.362, atom 78 (H): 0.075, atom 79 (F): -0.227, atom 80 (C): 0.207, atom 81 (F): -0.271, atom 82 (F): -0.070, atom 83 (S): 1.556, atom 84 (O): -0.860, atom 85 (O): -0.770, atom 86 (N): -0.519, atom 87 (S): 1.104, atom 88 (O): -0.722, atom 89 (O): -0.623, atom 90 (C): 0.628, atom 91 (F): -0.262, atom 92 (F): -0.246, atom 93 (F): -0.160


Entry 4:
DFT (wB97M-V/def2-TZVPD) results for a molecular structure, C23H14CuN7O4S.

Calculated values
Spin multiplicity   2
Relative energy (zero: lowest compared OMol25 entry of this formula, charge and spin)   0.00 kJ/mol
DFT total energy   -98176.6314 eV
Charge   -1
LUMO level (alpha / beta)   2.47 / 1.97 eV

XYZ file:
```
50
Properties=species:S:1:pos:R:3:forces:R:3
Cu 0.558604 0.117867 -0.493622 0.42 0.11 -0.30
O -2.506605 2.582989 0.177451 0.07 0.04 0.04
C -1.435106 2.014082 -0.035288 -0.11 -0.16 -0.09
N -1.226267 0.821495 -0.592899 -0.11 -0.15 0.07
C -2.353939 -0.071634 -0.672826 -0.03 0.04 0.01
C -2.442297 -0.977340 0.546090 0.04 0.03 -0.01
C -3.368685 -2.018575 0.572912 -0.02 0.00 -0.03
C -3.400639 -2.859640 1.664569 0.00 -0.01 0.00
C -2.502479 -2.644457 2.703660 0.02 0.01 0.01
C -1.622716 -1.583888 2.591788 -0.03 0.01 -0.01
N -1.592271 -0.760922 1.543333 0.00 0.00 0.00
C -0.146708 2.670789 0.404914 0.01 0.13 0.06
C -0.128703 3.949008 0.932856 0.03 0.01 0.00
C 1.069685 4.448711 1.416350 -0.01 -0.02 -0.01
C 2.203650 3.650346 1.376551 -0.02 0.01 -0.01
C 2.101613 2.382284 0.833569 0.03 0.02 -0.05
N 0.954374 1.918436 0.343748 -0.12 -0.06 0.09
H -2.264419 -0.709968 -1.554966 -0.03 0.00 0.01
H -3.280882 0.501611 -0.758585 -0.02 -0.02 0.00
H -4.021052 -2.175198 -0.276741 0.00 -0.01 0.01
H -4.100796 -3.685223 1.702222 0.00 0.00 0.00
H -2.477436 -3.286607 3.574065 -0.01 0.00 0.00
H -0.896997 -1.381383 3.372823 0.00 0.00 -0.01
H -1.057797 4.500050 0.962028 0.00 0.00 0.00
H 1.119668 5.446341 1.834350 -0.01 0.00 0.00
H 3.158409 3.989219 1.753032 -0.01 0.00 0.01
H 2.955544 1.722732 0.794654 0.03 -0.03 -0.02
N 2.444262 0.126247 -1.446580 -0.17 -0.02 0.21
C 3.486444 -0.089222 -0.976649 0.10 -0.08 -0.15
C 4.742035 -0.313804 -0.431659 -0.13 0.02 0.00
C 5.398776 0.770111 0.193707 0.18 -0.07 0.05
N 5.932816 1.653709 0.714125 -0.09 0.03 -0.03
C 5.268558 -1.626989 -0.378610 -0.01 0.05 0.02
N 5.696825 -2.698262 -0.336319 0.00 0.00 0.00
O 1.700242 -1.542029 1.026400 0.06 -0.05 0.13
C 1.214312 -2.314582 0.207137 0.00 -0.01 0.01
N 0.371745 -1.890692 -0.762844 -0.09 0.19 0.02
S -0.112707 -3.074386 -1.766966 -0.01 -0.05 -0.13
O 0.406537 -2.894297 -3.094966 0.03 0.01 0.05
O -1.529770 -3.310213 -1.657325 0.02 -0.01 0.07
C 0.797210 -4.351469 -0.927072 -0.01 0.11 0.02
C 0.898763 -5.692718 -1.229600 -0.02 -0.04 -0.02
C 1.736709 -6.462710 -0.430753 -0.01 0.03 0.00
C 2.446761 -5.891866 0.622512 0.01 -0.02 0.02
C 2.331154 -4.538829 0.912078 -0.02 0.02 0.01
C 1.487131 -3.779404 0.123669 0.00 -0.08 -0.03
H 0.356680 -6.124509 -2.060412 0.00 0.00 0.00
H 1.850026 -7.519068 -0.638405 0.00 0.00 0.00
H 3.107377 -6.511681 1.215118 0.00 0.00 -0.01
H 2.889668 -4.073490 1.713218 0.00 0.00 -0.01
```
Positions in Å, forces in eV/Å.

Charges per atom according to Mulliken partitioning, unit e: atom 1 (Cu): -1.039, atom 2 (O): -0.810, atom 3 (C): 0.641, atom 4 (N): -0.127, atom 5 (C): -1.315, atom 6 (C): 0.967, atom 7 (C): -0.826, atom 8 (C): -0.331, atom 9 (C): -0.555, atom 10 (C): -0.349, atom 11 (N): -0.143, atom 12 (C): 0.575, atom 13 (C): -0.611, atom 14 (C): -0.163, atom 15 (C): -0.791, atom 16 (C): 0.120, atom 17 (N): 0.314, atom 18 (H): 0.322, atom 19 (H): 0.590, atom 20 (H): 0.376, atom 21 (H): 0.389, atom 22 (H): 0.386, atom 23 (H): 0.378, atom 24 (H): 0.478, atom 25 (H): 0.406, atom 26 (H): 0.469, atom 27 (H): 0.128, atom 28 (N): -0.464, atom 29 (C): 0.575, atom 30 (C): -0.013, atom 31 (C): 0.265, atom 32 (N): -0.593, atom 33 (C): 0.193, atom 34 (N): -0.577, atom 35 (O): -0.681, atom 36 (C): 0.848, atom 37 (N): 0.412, atom 38 (S): 0.992, atom 39 (O): -0.685, atom 40 (O): -0.640, atom 41 (C): 0.063, atom 42 (C): -0.733, atom 43 (C): -0.443, atom 44 (C): -0.601, atom 45 (C): -0.403, atom 46 (C): 0.297, atom 47 (H): 0.455, atom 48 (H): 0.387, atom 49 (H): 0.379, atom 50 (H): 0.491


- Which of these has the lowest DFT total energy?
  C33H40CsF6N3O7S2Si


- Look up the relative energy (zero: lowest compared OMol25 entry of this formula, charge and spin) of the first one.
  49.34 kJ/mol


- Among the records above, which one has the highest relative energy (zero: lowest compared OMol25 entry of this formula, charge and spin)?
  C4H9N3O